Record 1
Computed, not measured: a molecular structure, C45H35Br2CsF11N2O7P3S2, with ωB97M-V/def2-TZVPD.

Element x y z (Å)
Cs1 -0.536 -1.328 0.278
F1 -6.592 4.157 1.654
C1 -5.318 3.772 1.530
C2 -4.310 4.565 2.043
F2 -4.608 5.712 2.664
C3 -2.995 4.144 1.905
F3 -2.055 4.943 2.425
C4 -2.647 2.958 1.277
P1 -0.898 2.423 1.121
C5 -0.264 2.481 2.826
C6 1.099 2.194 2.932
C7 1.702 2.068 4.171
C8 0.949 2.213 5.329
C9 -0.408 2.477 5.232
C10 -1.010 2.604 3.988
C11 -0.141 3.859 0.308
C12 -0.282 3.863 -1.082
C13 0.297 4.876 -1.829
C14 1.030 5.875 -1.203
C15 1.183 5.863 0.176
C16 0.598 4.857 0.931
C17 -3.682 2.176 0.741
Br1 -3.401 0.600 -0.262
C18 -5.000 2.586 0.882
F4 -6.019 1.873 0.395
H1 1.698 2.040 2.041
H2 2.756 1.826 4.221
H3 1.416 2.098 6.299
H4 -1.014 2.572 6.125
H5 -2.077 2.785 3.934
H6 -0.793 3.046 -1.588
H7 0.191 4.861 -2.905
H8 1.496 6.655 -1.791
H9 1.759 6.635 0.672
H10 0.713 4.844 2.007
F5 6.261 -4.947 -2.988
C19 5.305 -4.040 -2.754
C20 5.579 -2.693 -2.889
F6 6.806 -2.301 -3.256
C21 4.575 -1.769 -2.649
F7 4.906 -0.484 -2.824
C22 3.296 -2.126 -2.255
P2 1.919 -0.892 -1.937
C23 2.886 0.312 -0.894
C24 2.565 1.661 -0.812
C25 3.301 2.523 -0.008
C26 4.346 2.039 0.759
C27 4.630 0.679 0.736
C28 3.906 -0.174 -0.077
C29 1.961 -0.257 -3.664
C30 2.071 1.079 -4.022
C31 2.041 1.463 -5.355
C32 1.881 0.517 -6.354
C33 1.739 -0.819 -6.004
C34 1.770 -1.197 -4.675
C35 3.041 -3.496 -2.146
Br2 1.321 -4.215 -1.754
C36 4.027 -4.439 -2.388
F8 3.795 -5.753 -2.297
H11 1.697 2.034 -1.336
H12 3.021 3.570 0.022
H13 4.921 2.706 1.391
H14 5.413 0.270 1.363
H15 4.122 -1.232 -0.045
H16 2.179 1.842 -3.268
H17 2.128 2.514 -5.601
H18 1.844 0.815 -7.395
H19 1.579 -1.572 -6.766
H20 1.608 -2.236 -4.412
O1 -0.874 -1.929 -3.261
C37 -1.487 -1.140 -2.522
O2 -2.416 -1.478 -1.714
C38 -1.016 0.383 -2.496
O3 -1.558 1.211 -3.229
O4 -0.066 0.634 -1.671
S1 -4.641 -4.766 0.827
C39 -3.974 -4.652 -0.717
N1 -4.622 -4.235 -1.827
C40 -3.692 -3.993 -2.926
C41 -2.384 -4.633 -2.414
N2 -2.720 -4.989 -1.042
H21 -5.425 -3.655 -1.660
H22 -3.543 -2.926 -3.089
H23 -4.045 -4.482 -3.837
H24 -1.569 -3.913 -2.456
H25 -2.124 -5.526 -2.991
H26 -2.062 -5.125 -0.294
C42 -3.408 0.121 4.743
P3 -2.854 -0.561 3.128
C43 -4.452 -1.229 2.542
C44 -2.078 -2.121 3.742
H27 -3.975 -0.614 5.322
H28 -4.040 0.999 4.588
H29 -2.543 0.434 5.328
H30 -4.951 -1.821 3.316
H31 -4.303 -1.879 1.679
H32 -5.114 -0.418 2.232
H33 -2.763 -2.597 4.450
H34 -1.128 -1.898 4.229
H35 -1.858 -2.829 2.940
F9 2.733 -4.977 1.216
C45 2.609 -4.276 2.351
F10 3.834 -3.838 2.679
F11 2.222 -5.132 3.308
S2 1.419 -2.872 2.185
O5 1.399 -2.299 3.512
O6 0.175 -3.510 1.769
O7 2.015 -2.021 1.164

Calculated values
Orbital gap   6.397 eV
Total charge   -2
HOMO energy   -2.883 eV
Relative energy (zero: lowest compared OMol25 entry of this formula, charge and spin)   0.0 kJ/mol
M   1374.53 g/mol
Electronic energy   -10459.3270 hartree



Record 2
Computed, not measured: 2 unconnected molecules or ions with the total composition CH3ClN2O2, with ωB97M-V/def2-TZVPD.

Element x y z (Å)
C1 1.053 1.296 0.191
N1 -0.482 -0.851 0.686
N2 -0.565 -1.170 -0.604
O1 0.513 -1.142 -1.251
O2 -1.640 -1.538 -1.129
Cl1 -1.909 -0.647 1.548
H1 0.344 2.124 -0.174
H2 0.936 0.950 1.264
H3 1.749 0.977 -0.531

Calculated values
Orbital gap (alpha / beta)   9.557 / 5.867 eV
HOMO energy (alpha / beta)   -10.670 / -9.288 eV
Relative energy (zero: lowest compared OMol25 entry of this formula, charge and spin)   606.1 kJ/mol
M   110.50 g/mol
Electronic energy   -759.7806 hartree



Record 3
Computed, not measured: a molecular structure, C6H19Br2CuN5O3, with ωB97M-V/def2-TZVPD.

Element x y z (Å)
Cu1 -10.353 19.546 2.345
Br1 -8.198 20.882 3.337
Br2 -12.401 18.403 0.897
C1 -9.605 20.319 -0.835
O1 -9.537 19.944 0.336
N1 -8.808 21.312 -1.321
N2 -10.477 19.742 -1.693
H1 -8.859 21.516 -2.301
H2 -7.945 21.420 -0.814
H3 -10.552 19.957 -2.668
H4 -11.149 19.105 -1.279
C2 -11.692 22.557 2.274
O2 -11.471 21.344 2.305
N3 -10.919 23.425 3.004
N4 -12.684 23.098 1.562
H5 -10.048 23.073 3.373
H6 -11.216 24.353 3.226
H7 -13.169 22.475 0.935
H8 -12.811 24.087 1.507
C3 -9.648 15.623 3.990
C4 -10.287 16.976 3.575
C5 -10.561 17.832 4.791
O3 -10.920 19.174 4.452
C6 -11.322 19.877 5.623
N5 -9.410 17.641 2.619
H9 -8.780 15.758 4.640
H10 -9.318 15.107 3.092
H11 -10.386 15.058 4.562
H12 -11.260 16.744 3.138
H13 -9.665 17.860 5.426
H14 -11.375 17.419 5.394
H15 -12.342 19.546 5.839
H16 -11.283 20.937 5.388
H17 -10.680 19.677 6.482
H18 -9.143 17.015 1.858
H19 -8.464 17.668 3.019

Calculated values
Orbital gap (alpha / beta)   8.750 / 7.024 eV
⟨S²⟩   0.753
HOMO energy (alpha / beta)   -8.145 / -8.066 eV
Relative energy (zero: lowest compared OMol25 entry of this formula, charge and spin)   6.2 kJ/mol
M   432.60 g/mol
Spin multiplicity   2
Electronic energy   -7528.1536 hartree



Record 4
Computed, not measured: a molecular structure, C17H18IrN4O2S, with ωB97M-V/def2-TZVPD.

Element x y z (Å)
Ir1 -0.255 0.537 0.464
O1 -1.254 -1.120 0.406
C1 -2.547 -1.337 0.425
C2 -3.001 -2.668 0.441
C3 -4.340 -2.942 0.485
C4 -5.291 -1.899 0.502
C5 -4.875 -0.604 0.481
C6 -3.498 -0.278 0.436
C7 -3.124 1.077 0.432
N1 -1.903 1.545 0.385
C8 -1.745 3.017 0.413
C9 -0.267 3.432 0.415
N2 0.631 2.257 0.441
C10 1.916 2.480 0.458
C11 2.939 1.507 0.492
C12 4.285 1.945 0.476
C13 5.319 1.059 0.496
C14 5.052 -0.322 0.569
C15 3.762 -0.785 0.613
C16 2.680 0.110 0.552
O2 1.457 -0.377 0.537
H1 -2.259 -3.456 0.454
H2 -4.671 -3.972 0.513
H3 -6.346 -2.130 0.536
H4 -5.605 0.197 0.504
H5 -3.933 1.806 0.473
H6 -2.235 3.394 1.310
H7 -2.258 3.443 -0.449
H8 -0.060 4.045 1.291
H9 -0.034 4.030 -0.466
H10 2.236 3.521 0.448
H11 4.486 3.010 0.441
H12 6.339 1.415 0.465
H13 5.872 -1.028 0.594
H14 3.544 -1.839 0.737
N3 2.205 -1.923 -2.173
C17 1.111 -2.503 -1.725
N4 0.053 -2.655 -2.499
S1 1.037 -3.069 -0.076
H15 2.287 -1.573 -3.118
H16 3.008 -1.839 -1.568
H17 0.049 -2.388 -3.474
H18 -0.765 -3.120 -2.137

Calculated values
Orbital gap (alpha / beta)   5.907 / 5.342 eV
⟨S²⟩   0.760
Total charge   +2
HOMO energy (alpha / beta)   -14.350 / -14.337 eV
M   534.64 g/mol
Spin multiplicity   2
Electronic energy   -1530.0578 hartree



Record 5
Computed, not measured: a single C15H22ClNO2 molecule, with ωB97M-V/def2-TZVPD.

Element x y z (Å)
Cl1 5.164 1.083 -0.570
C1 3.928 -0.065 -0.193
C2 3.116 -0.556 -1.200
C3 2.113 -1.461 -0.901
C4 1.911 -1.879 0.413
O1 0.954 -2.758 0.815
C5 -0.221 -2.897 0.034
C6 -0.953 -1.562 -0.105
C7 -2.398 -1.702 -0.574
C8 -2.967 -0.369 -1.068
C9 -2.864 0.764 -0.043
N1 -1.496 1.223 0.126
C10 -1.212 1.795 1.428
C11 0.297 2.027 1.536
O2 0.755 2.895 0.528
C12 0.449 2.377 -0.744
C13 -1.055 2.145 -0.903
C14 2.755 -1.390 1.412
C15 3.757 -0.490 1.116
H1 3.264 -0.231 -2.218
H2 1.501 -1.843 -1.703
H3 -0.829 -3.612 0.595
H4 0.005 -3.334 -0.947
H5 -0.932 -1.070 0.867
H6 -0.417 -0.920 -0.802
H7 -3.014 -2.084 0.242
H8 -2.449 -2.424 -1.393
H9 -2.446 -0.077 -1.981
H10 -4.021 -0.508 -1.320
H11 -3.220 0.395 0.922
H12 -3.528 1.591 -0.349
H13 -1.527 1.097 2.207
H14 -1.737 2.755 1.580
H15 0.549 2.501 2.487
H16 0.818 1.059 1.458
H17 0.807 3.110 -1.468
H18 0.979 1.423 -0.892
H19 -1.253 1.719 -1.887
H20 -1.582 3.115 -0.828
H21 2.601 -1.730 2.424
H22 4.398 -0.111 1.896

Calculated values
Orbital gap   9.170 eV
HOMO energy   -8.372 eV
Relative energy (zero: lowest compared OMol25 entry of this formula, charge and spin)   15.4 kJ/mol
M   283.80 g/mol
Structure (SMILES)   Clc1ccc(OCCCCCN2CCOCC2)cc1
Electronic energy   -1250.1727 hartree



Record 6
Computed, not measured: 2 unconnected molecules or ions with the total composition C5H8BNO, with ωB97M-V/def2-TZVPD.

Element x y z (Å)
C1 1.611 0.911 0.654
C2 1.709 0.961 -0.758
N1 2.746 1.647 -1.090
O1 3.535 1.853 0.020
C3 2.838 1.440 1.083
H1 0.854 0.309 1.095
H2 0.884 0.726 -1.467
H3 3.277 1.453 2.037
C4 -2.243 -0.285 -1.566
B1 -2.170 -1.102 -0.416
C5 -2.101 -1.885 0.939
H4 -2.458 0.796 -1.630
H5 -1.977 -0.561 -2.698
H6 -2.962 -1.675 1.686
H7 -1.218 -1.583 1.475
H8 -2.327 -3.004 0.636

Calculated values
Orbital gap   9.050 eV
HOMO energy   -8.667 eV
Relative energy (zero: lowest compared OMol25 entry of this formula, charge and spin)   543.7 kJ/mol
M   108.94 g/mol
Structure (SMILES)   c1cnoc1.C=BC
Electronic energy   -350.0092 hartree



Record 7
Computed, not measured: a molecular structure, C35H39GaN5O4, with ωB97M-V/def2-TZVPD.

Element x y z (Å)
Ga1 0.862 -0.272 -1.526
C1 -1.804 -4.173 -2.247
N1 -0.504 -3.977 -2.886
C2 -0.006 -5.117 -3.700
C3 0.171 -2.816 -2.759
N2 -0.150 -1.881 -1.889
N3 1.260 -2.668 -3.636
C4 2.105 -1.584 -3.751
N4 3.036 -1.731 -4.711
N5 2.006 -0.509 -3.008
H1 -2.322 -4.990 -2.751
H2 -2.436 -3.279 -2.358
H3 -1.702 -4.419 -1.183
H4 -0.583 -6.015 -3.440
H5 1.046 -5.341 -3.483
H6 -0.168 -4.920 -4.768
H7 -0.946 -2.095 -1.275
H8 1.370 -3.446 -4.311
H9 3.118 -2.613 -5.221
H10 3.745 -1.024 -4.882
H11 2.696 0.230 -3.190
C5 -0.464 1.886 4.113
C6 -1.180 1.495 2.825
C7 -2.689 1.535 3.083
O1 -0.806 0.151 2.446
C8 -0.198 0.182 1.156
C9 -0.120 1.687 0.739
O2 -0.776 2.424 1.768
C10 -0.734 2.035 -0.661
O3 -0.230 1.192 -1.721
C11 -2.245 1.832 -0.593
C12 -3.015 2.798 0.083
C13 -4.383 2.616 0.246
C14 -5.006 1.498 -0.299
C15 -4.250 0.567 -0.991
C16 -2.887 0.725 -1.160
C17 -0.354 3.446 -1.120
C18 0.944 3.944 -0.970
C19 1.310 5.168 -1.524
C20 0.405 5.887 -2.288
C21 -0.869 5.370 -2.509
C22 -1.243 4.158 -1.931
C23 1.228 -0.527 1.182
O4 1.961 -0.242 -0.017
C24 2.056 0.054 2.334
C25 3.034 1.033 2.097
C26 3.746 1.588 3.161
C27 3.510 1.161 4.460
C28 2.577 0.149 4.700
C29 1.855 -0.396 3.654
C30 1.096 -2.048 1.337
C31 -0.109 -2.761 1.328
C32 -0.060 -4.138 1.179
C33 1.147 -4.813 1.115
C34 2.351 -4.125 1.202
C35 2.313 -2.755 1.330
H12 -0.487 1.081 4.845
H13 -0.962 2.772 4.530
H14 0.575 2.106 3.874
H15 -2.869 0.949 3.997
H16 -3.220 1.068 2.247
H17 -3.031 2.568 3.221
H18 -0.847 -0.350 0.444
H19 0.936 1.967 0.742
H20 -2.514 3.670 0.512
H21 -4.965 3.341 0.822
H22 -6.083 1.321 -0.163
H23 -4.750 -0.307 -1.420
H24 -2.314 -0.001 -1.728
H25 1.704 3.365 -0.442
H26 2.326 5.541 -1.362
H27 0.690 6.861 -2.708
H28 -1.610 5.906 -3.117
H29 -2.235 3.773 -2.110
H30 3.246 1.334 1.063
H31 4.505 2.354 2.984
H32 4.075 1.603 5.285
H33 2.417 -0.231 5.711
H34 1.091 -1.147 3.853
H35 -1.085 -2.263 1.455
H36 -0.989 -4.708 1.150
H37 1.153 -5.894 0.979
H38 3.305 -4.653 1.191
H39 3.234 -2.163 1.366

Calculated values
Orbital gap   7.712 eV
Total charge   +1
HOMO energy   -10.674 eV
Relative energy (zero: lowest compared OMol25 entry of this formula, charge and spin)   0.0 kJ/mol
M   663.45 g/mol
Electronic energy   -3856.5508 hartree



Record 8
Computed, not measured: a single CH3ClOS2 molecule, with ωB97M-V/def2-TZVPD.

Element x y z (Å)
C1 0.287 0.248 1.211
O1 -1.536 -0.059 -0.998
S1 1.263 0.742 -0.207
S2 -0.437 0.224 -1.882
Cl1 0.138 -1.660 -2.552
H1 0.534 0.831 2.043
H2 0.468 -0.738 1.392
H3 -0.716 0.412 0.994

Calculated values
Orbital gap   8.355 eV
HOMO energy   -9.385 eV
Relative energy (zero: lowest compared OMol25 entry of this formula, charge and spin)   82.5 kJ/mol
M   130.62 g/mol
Electronic energy   -1371.6625 hartree